Record 1
{"formula": "C56H42Cl5N21O2SSiY", "method": "ωB97M-V with the def2-TZVPD basis set", "total_charge": -1, "de_lowest_kj_mol": 0.0, "orbital_gap_ev": 7.148, "species": ["C", "H", "N", "C", "C", "H", "N", "C", "C", "N", "N", "C", "C", "C", "H", "H", "Cl", "C", "C", "C", "C", "H", "O", "Cl", "N", "N", "C", "H", "H", "N", "Y", "C", "H", "C", "H", "N", "C", "S", "H", "O", "H", "C", "N", "H", "H", "C", "H", "H", "H", "C", "N", "H", "H", "H", "N", "H", "Cl", "H", "N", "C", "N", "C", "N", "C", "C", "H", "C", "C", "C", "C", "C", "N", "H", "H", "C", "Cl", "C", "C", "H", "C", "C", "H", "C", "C", "C", "H", "C", "C", "C", "H", "H", "C", "C", "C", "N", "C", "C", "C", "C", "C", "N", "H", "C", "H", "H", "H", "C", "H", "H", "N", "N", "H", "H", "H", "H", "N", "N", "H", "H", "Si", "C", "C", "C", "C", "C", "Cl", "C", "H", "C"], "xyz": [[-1.0327, -2.1434, 2.6864], [-2.3256, 5.5394, -2.0937], [-2.0659, -6.0957, 3.4510], [4.6392, -1.5234, 1.5915], [1.5691, -6.3216, -2.4687], [4.7711, -4.5487, -0.0519], [0.7890, 2.3178, -8.6126], [0.0638, -1.4438, -3.3119], [-0.6294, 2.9033, 1.7449], [2.7202, 1.0042, 0.1080], [-1.3144, -2.4756, 0.3163], [1.9831, -3.4562, 2.4945], [1.1952, -5.0064, -2.6961], [-2.8216, 0.4311, -2.7520], [4.0144, -0.9865, -0.9230], [1.8508, -4.5584, 6.2412], [-3.4714, -0.6099, 1.0105], [2.3382, 1.0391, -7.1443], [1.8830, -4.2512, 5.2031], [-3.5894, 4.7726, -5.8505], [-1.5825, -3.9844, 4.2004], [2.4986, -0.0234, -1.8986], [1.2958, -1.7009, 0.2317], [-6.2308, -1.0377, -0.2544], [2.1079, -1.2341, -3.6304], [0.5035, -0.6697, -2.2884], [-0.9395, -1.7353, 5.0554], [-0.2670, 0.2437, 5.5564], [0.0237, 0.8947, 3.1960], [-0.3052, 3.1485, -8.3533], [-0.3698, 0.0137, -0.0171], [2.1530, -6.6634, -1.2554], [1.5121, 0.5012, -5.2453], [1.9649, -4.3665, -0.4698], [-4.6048, 4.9419, -6.1820], [-2.4977, 2.2956, 0.9549], [4.4005, -0.6937, -6.5320], [-2.0879, -6.1258, 5.0697], [-1.0690, -2.0871, 6.0698], [0.5081, 2.4427, -6.4368], [-2.1708, -5.1533, -1.5090], [-1.9816, -5.1557, 0.6296], [-1.7415, -4.5747, 5.3728], [5.5080, -1.9230, -0.9907], [4.6528, -1.9391, 2.6007], [-3.2073, 5.1568, -4.5695], [-0.9672, -1.7244, -3.4453], [1.0846, -3.0329, -1.8690], [2.4619, -7.6859, -1.0739], [0.9871, 3.0966, -1.7175], [-0.6809, 4.2788, -2.1226], [1.4165, -7.0745, -3.2327], [5.6721, -1.2469, 1.3468], [4.0076, -2.6225, -1.6225], [-1.2406, 1.8442, 1.2140], [4.1452, -0.9759, -3.6533], [-6.7272, -0.3153, -3.2384], [-0.8320, 6.2100, -2.7593], [2.9177, 2.7848, 1.3214], [3.3621, -0.5196, -5.6230], [-2.5945, 3.5190, 1.3337], [-1.3926, 3.9040, -6.2383], [0.6690, 4.2615, -2.2352], [3.3702, 0.8555, -8.0557], [-5.1503, -0.1460, -2.5589], [-3.9294, 5.6200, -3.9082], [-1.6865, -4.3595, 1.7368], [1.5476, -4.7299, 2.8707], [1.3875, -4.0567, -1.7012], [-1.9126, 4.9327, -4.1259], [4.4242, -1.9916, -0.8310], [1.5158, 1.1983, 0.7068], [5.2065, -1.3793, -6.2998], [2.0094, 2.7729, -1.6066], [-1.7750, -4.8549, 3.0980], [-1.5946, 1.1089, -3.8240], [-1.9521, -4.5844, -0.6174], [1.6886, 2.3080, 1.4168], [-1.6120, -2.7453, -1.6839], [-1.1977, -2.6008, 3.9963], [3.3645, -1.3164, -4.3360], [1.2234, -5.4313, 2.1119], [2.3297, -2.5805, 3.5303], [-1.1065, 3.1427, -1.5761], [-1.3407, -3.0217, 1.5399], [3.5479, -2.3709, -4.5512], [1.2255, 1.9343, -7.4661], [2.2944, -2.9701, 4.8610], [2.3364, 0.3588, -5.9311], [4.6868, -4.3384, 1.7031], [-2.2391, -6.1959, 0.7775], [-1.4708, 5.3263, -2.7358], [4.9326, -3.8396, 0.7612], [-4.0952, 0.3359, -3.3242], [0.6966, 2.9205, 2.1787], [-4.9207, -0.4712, -1.2268], [-2.5110, 0.0825, -1.4391], [-0.3333, -0.0959, 3.4415], [4.1347, -2.5465, 0.5685], [-1.0063, 4.3051, -4.9694], [0.9980, -1.8136, -4.1511], [2.8536, -5.9908, 0.6365], [1.7976, -0.5527, -2.5291], [0.7590, -4.7128, -3.6441], [3.3521, 1.3878, -8.9961], [0.9780, 3.8363, 2.4979], [-0.4292, 3.1885, -7.0751], [-2.9781, 3.8144, -7.6778], [-2.1409, 2.9201, -1.3727], [-0.6076, -0.8999, 2.4244], [3.5302, 1.9330, 0.4808], [2.6374, -1.5690, 3.2917], [5.2184, -0.1559, -8.4367], [2.5810, -2.2681, 5.6353], [1.1490, -6.1233, 4.4543], [-0.0772, 2.3649, -1.3001], [-1.4234, 3.9511, 1.8459], [4.0491, -0.6074, 1.5902], [6.0039, -3.6056, 0.7850], [2.2524, -2.8823, 0.6953], [-0.4980, -0.4654, 4.7745], [-2.6867, 4.1447, -6.6904], [1.4958, -5.1273, 4.2015], [-3.6337, -0.3225, -0.7140], [4.4059, -0.0092, -7.7378], [-4.4008, 0.8079, -4.9614], [2.3588, -5.6966, -0.2806], [-0.0011, 4.1055, -4.6211], [-1.6233, -3.2324, -0.7186]]}

---

Record 2
{"formula": "C56H43ClN4O5P2Sr", "method": "ωB97M-V with the def2-TZVPD basis set", "total_charge": -2, "de_lowest_kj_mol": 26.8, "orbital_gap_ev": [2.491, 2.490], "species": ["H", "C", "C", "C", "C", "O", "C", "C", "H", "C", "H", "O", "H", "H", "H", "H", "H", "H", "C", "C", "C", "C", "H", "H", "H", "C", "C", "H", "C", "C", "H", "C", "C", "C", "N", "O", "H", "C", "H", "H", "C", "H", "C", "Cl", "C", "H", "N", "H", "C", "C", "H", "H", "C", "C", "H", "C", "C", "C", "H", "H", "H", "C", "H", "C", "C", "H", "C", "C", "C", "C", "C", "Sr", "P", "H", "C", "C", "H", "C", "C", "N", "C", "H", "H", "H", "H", "C", "H", "C", "H", "C", "C", "C", "C", "C", "H", "H", "C", "H", "H", "C", "C", "C", "N", "O", "H", "C", "H", "H", "C", "P", "C", "O"], "xyz": [[-19.1755, -12.4515, -15.1820], [-15.8390, -12.4205, -14.6083], [-18.1187, -13.8333, -13.8130], [-8.7905, -9.4466, -16.8284], [-12.1788, -15.4004, -12.3079], [-8.8358, -17.1288, -9.0815], [-8.9630, -12.3366, -10.5989], [-17.1133, -11.9385, -15.0187], [-15.4187, -9.7146, -15.3426], [-8.8906, -9.0632, -15.5085], [-8.2987, -8.7857, -17.5417], [-12.4497, -16.5396, -12.7936], [-10.0316, -9.3573, -13.7630], [-18.0195, -13.4432, -9.1034], [-6.9292, -9.6633, -8.8907], [-13.6263, -9.5566, -15.5132], [-15.8380, -14.1020, -16.7313], [-15.8997, -8.1622, -13.4259], [-5.4849, -6.7106, -8.8778], [-16.9779, -13.1326, -9.1459], [-7.9871, -7.8765, -9.3158], [-9.4570, -13.8249, -10.5894], [-11.6041, -16.4176, -17.4996], [-16.8037, -14.8282, -12.3539], [-9.5964, -12.9550, -19.8113], [-13.6413, -9.6258, -11.4778], [-10.6760, -14.5600, -18.2427], [-17.5499, -11.1252, -8.4177], [-11.2483, -15.3718, -17.3279], [-14.3727, -12.0820, -9.0233], [-9.1091, -10.1785, -6.2179], [-15.0938, -8.7385, -12.9586], [-9.5544, -12.5085, -18.8323], [-14.4597, -10.1054, -14.9360], [-10.3000, -10.9563, -15.0161], [-12.7053, -14.3025, -12.7132], [-17.1975, -10.9113, -15.3520], [-8.9452, -14.7480, -9.6115], [-16.0755, -15.0117, -9.7064], [-14.5692, -12.9164, -20.6862], [-15.2613, -13.3686, -17.3758], [-13.6915, -10.7276, -19.7469], [-10.1570, -10.2556, -6.2560], [-4.1466, -6.0449, -8.0663], [-6.6089, -5.8355, -9.0793], [-15.2259, -10.3128, -8.1912], [-10.3025, -14.1384, -11.5466], [-9.4139, -17.9095, -9.2080], [-9.2424, -10.7314, -17.1895], [-6.8457, -8.6564, -9.1215], [-13.0379, -9.7157, -4.5766], [-4.5971, -8.6730, -9.0035], [-7.8109, -6.3979, -9.3371], [-9.7970, -9.7438, -14.7059], [-8.9114, -10.4936, -19.4197], [-9.3554, -16.0903, -9.7673], [-14.6122, -13.4717, -9.3822], [-9.9395, -11.4930, -16.1921], [-13.7661, -14.0722, -9.4759], [-10.0535, -11.0159, -8.2557], [-10.5104, -9.6656, -4.2290], [-18.2263, -12.7258, -14.7643], [-14.7449, -13.8139, -13.3294], [-12.3601, -10.0747, -5.3241], [-12.9517, -10.6104, -6.4928], [-8.7241, -5.7714, -9.3505], [-14.5280, -12.2664, -16.8271], [-11.3219, -14.8683, -15.9874], [-10.9249, -9.9775, -5.1948], [-12.9047, -9.8177, -10.1710], [-15.4576, -11.3285, -8.5981], [-11.4958, -12.2627, -12.9313], [-14.1821, -11.9780, -15.0989], [-13.4008, -9.1757, -9.4406], [-14.0542, -11.5181, -19.1024], [-14.3528, -9.7753, -13.5172], [-10.6932, -14.7348, -19.3452], [-15.9713, -13.9668, -9.4317], [-14.5801, -8.5839, -11.6302], [-10.9292, -13.6292, -15.6461], [-9.2519, -11.1871, -18.5878], [-15.9372, -14.3839, -19.0319], [-10.1885, -7.7730, -9.0424], [-18.9704, -14.5250, -13.7962], [-8.4846, -8.1368, -15.1372], [-16.7307, -11.8368, -8.6974], [-11.8212, -9.4701, -10.3092], [-15.7589, -13.5144, -13.6918], [-11.8591, -15.5131, -15.1846], [-10.0606, -13.3885, -17.8310], [-15.3065, -13.4889, -18.7401], [-14.0362, -11.3170, -17.6983], [-12.1099, -10.8266, -7.6338], [-10.2978, -12.8603, -16.5524], [-10.8202, -17.3554, -10.6835], [-6.4743, -4.7508, -8.9110], [-10.4394, -16.3398, -10.5942], [-13.4077, -10.4490, -17.3712], [-14.7399, -7.7331, -11.0105], [-10.7279, -10.7998, -7.4561], [-9.3303, -8.3357, -9.3567], [-16.9028, -14.1519, -13.2360], [-13.3476, -10.2449, -12.6531], [-9.5873, -11.5614, -11.4314], [-8.1549, -14.4124, -8.9082], [-5.5501, -8.1233, -9.0140], [-9.5721, -9.1822, -10.0208], [-13.9381, -10.9516, -6.4887], [-10.9673, -15.3228, -11.4066], [-12.6290, -11.4769, -9.2539], [-14.5970, -12.6665, -19.5853], [-8.1661, -11.9706, -9.7700]]}

---

> Number 2 is which compound?

C56H43ClN4O5P2Sr